(1)
The following is a quantum chemistry calculation of a molecular structure, C32H51GeO3PPdSSi, from OMol25.

Positions of all 91 atoms, in Å:
Pd (1.38336, -0.08602, -1.60491)
C (1.65341, -1.04173, 3.75125)
C (2.18803, -1.31558, 2.34716)
C (1.73293, -2.69162, 1.87505)
C (3.71114, -1.23927, 2.32665)
O (1.64510, -0.40048, 1.40209)
Si (1.47594, 1.25221, 1.48602)
S (1.21638, 2.01956, -0.41356)
O (2.82070, 1.78225, 2.29343)
C (3.08186, 3.02206, 2.93749)
C (4.59108, 3.22574, 2.85590)
C (2.63988, 2.91511, 4.39535)
C (2.36233, 4.17712, 2.24683)
O (0.27759, 1.59652, 2.58509)
C (-1.14125, 1.53070, 2.43682)
C (-1.70321, 1.41025, 3.84901)
C (-1.54163, 0.31579, 1.60720)
C (-1.62613, 2.82392, 1.78789)
H (2.02515, -1.79727, 4.44875)
H (0.56296, -1.07196, 3.75148)
H (1.96620, -0.05649, 4.09839)
H (2.13577, -3.48235, 2.51198)
H (2.07035, -2.85404, 0.84793)
H (0.64396, -2.74363, 1.88637)
H (4.13890, -1.99962, 2.98535)
H (4.04363, -0.25382, 2.64729)
H (4.07389, -1.41030, 1.31071)
H (5.10482, 2.38181, 3.32020)
H (4.88999, 4.14356, 3.36750)
H (4.89989, 3.28540, 1.81153)
H (3.17554, 2.09906, 4.88597)
H (1.57109, 2.70597, 4.44007)
H (2.84884, 3.84275, 4.93398)
H (2.63883, 4.22175, 1.19328)
H (2.62625, 5.12179, 2.72859)
H (1.28081, 4.04618, 2.30710)
H (-1.33407, 0.49952, 4.32421)
H (-2.79480, 1.37744, 3.82719)
H (-1.38861, 2.26560, 4.45029)
H (-1.21762, -0.60484, 2.09701)
H (-1.06683, 0.34752, 0.62539)
H (-2.62414, 0.27067, 1.46539)
H (-1.37128, 3.67484, 2.42497)
H (-2.71022, 2.80333, 1.65017)
H (-1.14224, 2.96268, 0.81974)
C (4.32761, -1.94106, -2.11946)
P (2.58852, -1.66173, -2.65448)
C (1.97795, -3.38627, -2.60854)
C (2.83970, -1.42479, -4.45148)
H (4.82238, -2.70348, -2.72945)
H (4.33181, -2.25897, -1.07557)
H (4.88083, -1.00460, -2.18657)
H (2.63491, -4.06700, -3.15616)
H (0.97489, -3.41863, -3.03383)
H (1.90419, -3.70901, -1.56905)
H (3.41807, -2.24173, -4.89005)
H (3.35534, -0.47875, -4.61787)
H (1.86469, -1.36677, -4.93442)
C (-1.02999, -1.55007, -4.37959)
Ge (-0.80947, -0.57871, -2.64321)
C (-1.82382, 1.09843, -2.98906)
C (-2.15736, 1.51628, -4.27752)
C (-2.83982, 2.70836, -4.50110)
C (-3.20641, 3.50995, -3.43003)
C (-2.87714, 3.11434, -2.13795)
C (-2.19048, 1.92844, -1.92790)
C (-1.96821, -1.66525, -1.42271)
C (-1.30245, -2.31770, -0.41325)
C (-1.96618, -3.15045, 0.51647)
C (-3.31679, -3.31855, 0.44388)
C (-4.06054, -2.66607, -0.56997)
C (-5.46650, -2.82652, -0.65761)
C (-6.18440, -2.20663, -1.63858)
C (-5.52294, -1.39291, -2.58334)
C (-4.16941, -1.21896, -2.51965)
C (-3.38663, -1.84312, -1.51205)
H (-2.06860, -1.53111, -4.71886)
H (-0.74452, -2.59495, -4.24201)
H (-0.40553, -1.13409, -5.17246)
H (-1.88607, 0.89976, -5.12826)
H (-3.08564, 3.01025, -5.51324)
H (-3.73832, 4.43874, -3.59912)
H (-3.14648, 3.73753, -1.29272)
H (-1.92018, 1.64683, -0.91709)
H (-0.23260, -2.16306, -0.30870)
H (-1.39826, -3.64422, 1.29723)
H (-3.84167, -3.94503, 1.15700)
H (-5.96237, -3.45564, 0.07389)
H (-7.25863, -2.33586, -1.69423)
H (-6.09446, -0.89818, -3.35906)
H (-3.67353, -0.58111, -3.23791)

The total charge is -1. The LUMO energy (spin up / spin down) is 2.7 / 2.7 eV. The calculation puts the electronic energy at -128160.9545 eV. The expectation value of S² is 0.7546. Its spin multiplicity is 2. The calculation puts the maximum force at 0.28 eV/Å. The calculation puts the energy relative to the best compared isomer or geometry (same formula, charge and spin) at 0.0 kJ/mol.

Charges obtained by Mulliken population analysis, quoted in units of e: -1.791 -1.410 1.917 -1.357 -1.273 1.035 0.034 -0.613 -0.043 1.868 -1.800 -1.497 -1.566 0.158 2.277 -2.133 -1.187 -1.856 0.547 0.138 0.080 0.494 -0.022 0.100 0.444 0.061 0.085 0.345 0.410 0.402 0.284 0.074 0.516 0.332 0.512 0.149 0.364 0.390 0.403 0.264 -0.694 0.818 0.387 0.498 0.240 -1.225 1.075 -1.124 -1.183 0.416 0.258 0.363 0.447 0.208 0.220 0.410 0.328 0.194 -1.796 1.681 -0.645 0.113 -0.696 -0.504 -0.616 0.278 0.290 -0.145 -0.793 -1.189 1.005 -0.934 -0.473 -1.132 -0.235 1.185 0.539 0.342 0.418 0.247 0.374 0.351 0.415 0.127 -0.124 0.432 0.324 0.377 0.369 0.425 0.220



(2)
The following is a quantum chemistry calculation of a molecular structure, C32H51N2OOsP3 at a distorted geometry, from OMol25.

Positions of all 90 atoms, in Å:
C (-3.60473, -4.05128, -1.39188)
C (-2.56971, -3.09365, -1.55306)
C (-2.93375, -1.80626, -1.95534)
C (-4.24082, -1.58822, -2.48467)
C (-5.26114, -2.52012, -2.28120)
C (-4.93089, -3.73575, -1.68859)
C (-4.29200, -0.21401, -2.97913)
C (-3.26024, 0.16039, -3.94921)
C (-1.99438, -0.14502, -3.37201)
C (-0.83014, -0.05865, -4.14956)
C (-0.92285, 0.64945, -5.36926)
C (-2.14187, 1.16228, -5.81939)
C (-3.32881, 0.90274, -5.12926)
H (-3.32895, -5.02972, -0.98945)
H (-6.29986, -2.28103, -2.56946)
H (-5.69719, -4.47637, -1.48618)
H (-5.31276, 0.05924, -3.35360)
H (-0.00246, 0.80695, -5.92910)
H (-2.15350, 1.76128, -6.71730)
H (-4.30459, 1.24928, -5.50327)
N (-2.21644, -0.55498, -1.99202)
Os (-0.39766, -0.22562, -0.67101)
C (-1.12846, -3.46021, -1.34073)
H (-0.52106, -3.29888, -2.24371)
H (-1.03786, -4.51018, -1.05776)
C (0.44491, -0.77107, -3.76998)
H (0.29176, -1.84471, -3.57593)
H (1.18369, -0.67058, -4.56932)
P (-0.39896, -2.46630, 0.01451)
P (1.19813, -0.04353, -2.25193)
C (1.65759, 1.63725, -2.83013)
H (2.33793, 2.10814, -2.10694)
H (2.16289, 1.58166, -3.80565)
H (0.76576, 2.27081, -2.93756)
C (2.79013, -0.91692, -2.09501)
H (3.44812, -0.64920, -2.93419)
H (3.27248, -0.63101, -1.15134)
H (2.61919, -2.00028, -2.10024)
C (-1.52935, -2.81612, 1.40186)
H (-1.60647, -3.89835, 1.56097)
H (-1.18166, -2.34526, 2.32602)
H (-2.52935, -2.42961, 1.17869)
C (1.13200, -3.36069, 0.39176)
H (1.71365, -2.82982, 1.15428)
H (0.87917, -4.36264, 0.76370)
H (1.73966, -3.46240, -0.51477)
C (-1.07489, 1.51112, -0.99804)
O (-1.53559, 2.56038, -1.23296)
H (-3.31284, -0.02147, -2.07569)
C (-1.37322, 0.54821, 2.97347)
C (-0.30718, 1.65017, 3.04588)
C (-0.93361, 2.92069, 2.44902)
C (0.04486, 1.91798, 4.52095)
P (1.19984, 1.13251, 2.06644)
N (0.72899, 0.29944, 0.70597)
C (2.23157, 2.61664, 1.56356)
C (2.49088, 3.55745, 2.75872)
C (3.57761, 2.15871, 0.97581)
C (1.50480, 3.39529, 0.45493)
C (2.26927, -0.11603, 2.97132)
C (3.21795, -0.79310, 1.95310)
C (3.09907, 0.50942, 4.11258)
C (1.33828, -1.19834, 3.54047)
H (-2.30823, 0.94703, 3.38953)
H (-1.11529, -0.34195, 3.55251)
H (-1.57313, 0.25647, 1.93341)
H (-1.88893, 3.09625, 2.96368)
H (-0.32335, 3.81583, 2.60248)
H (-1.16209, 2.80195, 1.38289)
H (0.33854, 1.01344, 5.06257)
H (0.82575, 2.67628, 4.64256)
H (-0.85680, 2.30597, 5.01742)
H (2.98325, 3.05261, 3.59775)
H (3.16839, 4.35701, 2.41910)
H (1.57891, 4.04350, 3.12346)
H (3.43002, 1.42856, 0.16684)
H (4.07759, 3.03898, 0.54090)
H (4.25852, 1.75274, 1.73320)
H (1.15651, 2.71395, -0.33001)
H (0.65205, 3.97395, 0.82224)
H (2.21320, 4.10537, 0.00175)
H (4.15026, -0.23442, 1.80879)
H (3.49110, -1.78886, 2.33323)
H (2.71066, -0.91061, 0.98754)
H (2.48094, 1.04501, 4.84414)
H (3.59741, -0.31360, 4.65023)
H (3.88839, 1.17920, 3.74805)
H (0.74879, -0.84713, 4.39759)
H (0.67418, -1.58120, 2.75273)
H (1.95845, -2.03648, 3.89721)

The total charge is +2. The LUMO energy (spin up / spin down) is -4.4 / -7.9 eV. The calculation puts the electronic energy at -69357.8653 eV. The expectation value of S² is 6.0416. Its spin multiplicity is 5. The calculation puts the maximum force at 5.44 eV/Å.

Charges obtained by Mulliken population analysis, quoted in units of e: -0.962 0.031 0.544 0.700 -0.944 -0.889 -1.136 0.754 1.165 0.067 -0.894 -0.915 -1.029 0.462 0.434 0.412 0.620 0.456 0.428 0.445 0.183 0.646 -0.961 0.214 0.663 -1.299 0.232 0.668 0.879 0.922 -1.456 0.376 0.573 0.340 -1.150 0.540 0.222 0.354 -1.398 0.524 0.341 0.337 -1.046 0.124 0.562 0.337 0.349 -0.578 0.080 -1.211 2.045 -1.697 -1.824 -0.134 0.317 1.833 -1.780 -1.691 -1.385 1.985 -1.440 -1.876 -1.700 0.529 0.260 0.073 0.639 0.335 0.140 0.343 0.294 0.536 0.309 0.514 0.313 0.178 0.621 0.281 0.019 0.287 0.541 0.299 0.557 0.123 0.314 0.520 0.338 0.333 -0.022 0.558



Question: Among the records above, which one has the lowest expectation value of S²?
Answer: C32H51GeO3PPdSSi



Question: What is the maximum force in the first record?
Answer: 0.28 eV/Å



Question: The lowest total charge belongs to which entry?
Answer: C32H51GeO3PPdSSi



Question: Which value of expectation value of S² does entry 2 give?
Answer: 6.0416